[1]
The following is a DFT calculation (ωB97M-V with the def2-TZVPD basis set) of C21H17N5O2Yb as an isolated structure in a non-equilibrium geometry.

```
46
Properties=species:S:1:pos:R:3:nbo_charge:R:1
Yb 0.706 -0.228 -0.010 2.1341
C -4.108 -2.805 0.025 -0.2157
C -2.726 -2.889 0.107 -0.1802
C -1.978 -1.732 0.115 -0.2137
C -2.542 -0.446 0.035 0.2215
C -3.938 -0.390 -0.044 -0.2491
C -4.695 -1.552 -0.047 -0.1664
N -1.596 0.584 0.032 -0.7050
C -1.780 1.910 0.015 0.2231
C -3.003 2.640 0.021 -0.2697
C -3.021 4.003 0.013 -0.1178
C -1.831 4.771 0.000 -0.2119
C -0.632 4.134 -0.002 -0.1989
C -0.571 2.717 0.002 0.1520
N 0.613 2.055 -0.001 -0.3984
N 1.696 2.775 -0.005 -0.2360
C 2.879 2.090 0.000 0.3170
C 4.055 2.847 -0.006 -0.2134
C 5.270 2.200 -0.001 -0.1208
C 5.292 0.808 0.010 -0.2576
C 4.096 0.123 0.015 0.0925
N 2.903 0.734 0.009 -0.6198
H -4.712 -3.701 0.017 0.2309
H -2.239 -3.854 0.171 0.2135
H -0.893 -1.808 0.211 0.1039
H -4.468 0.541 -0.115 0.2123
H -5.772 -1.470 -0.109 0.2289
H -3.948 2.133 0.040 0.2179
H -3.973 4.517 0.017 0.2295
H -1.880 5.851 -0.004 0.2328
H 0.305 4.671 -0.010 0.2472
H 3.964 3.923 -0.014 0.2483
H 6.191 2.767 -0.007 0.2393
H 6.221 0.256 0.014 0.2415
H 4.078 -0.957 0.021 0.2213
O 0.805 -1.880 -2.013 -0.6094
C 1.264 -2.617 -1.135 0.6874
C 0.967 -4.069 -0.818 -0.5106
C 1.028 -4.057 0.735 -0.5102
C 1.386 -2.609 1.009 0.6833
O 1.040 -1.867 1.938 -0.6187
N 1.919 -2.025 -0.097 -0.8012
H 1.735 -4.702 -1.260 0.2665
H 0.002 -4.367 -1.223 0.2569
H 1.804 -4.710 1.133 0.2678
H 0.087 -4.315 1.216 0.2549
```

E_HOMO (spin up / spin down) (eV): -10.4 / -10.2
2S+1: 2
Energy (eV): -65123.828
Gap between HOMO and LUMO (spin up / spin down) (eV): 5.8781 / 5.3802
Charge: +1



[2]
The following is a DFT calculation (ωB97M-V with the def2-TZVPD basis set) of C20H11Br3N5O4Pt as an isolated structure in a non-equilibrium geometry.

```
44
Properties=species:S:1:pos:R:3:nbo_charge:R:1
Pt 0.782 -1.072 -0.179 0.7641
C -3.251 -0.836 -0.739 -0.6458
C -2.542 0.479 -0.692 0.2535
C -3.112 1.677 -1.115 -0.2753
C -2.364 2.836 -1.084 -0.1171
C -1.035 2.809 -0.649 -0.1935
C -0.162 3.961 -0.656 -0.0461
Br -1.075 5.641 -0.450 0.0042
C 1.174 4.063 -0.816 -0.2042
C 2.180 3.078 -1.042 -0.3740
Br 3.851 3.813 -1.775 0.0260
C 2.329 1.781 -0.838 0.7588
O 2.806 0.714 -0.797 -0.4416
C -0.585 1.565 -0.190 0.5528
N -1.306 0.458 -0.213 -0.4733
H -4.331 -0.713 -0.761 0.2058
H -2.962 -1.428 0.127 0.2399
H -2.940 -1.378 -1.634 0.2361
H -4.135 1.702 -1.463 0.2121
H -2.802 3.769 -1.405 0.2258
H 1.580 5.069 -0.815 0.2370
Br 0.946 -3.631 2.296 0.0694
C 0.813 -1.828 2.884 0.1956
C 0.687 -1.696 4.251 -0.3632
C 0.651 -0.402 4.801 -0.1983
C 0.718 0.651 3.942 -0.2076
C 0.782 0.440 2.540 -0.0275
N 0.851 -0.841 1.995 -0.5654
C 0.711 1.621 1.768 0.6426
O 0.673 2.778 2.170 -0.6211
O 0.658 1.409 0.341 -0.5818
H 0.639 -2.579 4.866 0.2213
H 0.574 -0.272 5.869 0.2069
H 0.706 1.678 4.272 0.2380
N 0.817 -5.156 -1.993 -0.8268
C 0.804 -3.832 -1.681 0.6751
O 0.656 -3.481 -0.490 -0.7053
C 0.942 -2.870 -2.721 -0.5744
C 1.088 -3.220 -4.055 0.3066
N 1.197 -3.574 -5.148 -0.4220
C 0.856 -1.549 -2.301 0.2793
N 0.708 -0.376 -2.202 -0.4859
H 0.586 -5.809 -1.266 0.3984
H 0.838 -5.448 -2.952 0.4012
```

E_HOMO (spin up / spin down) (eV): -3.3 / -5.2
2S+1: 3
Energy (eV): -249931.646
Gap between HOMO and LUMO (spin up / spin down) (eV): 5.5064 / 7.2873
Charge: -1



[3]
The following is a DFT calculation (ωB97M-V with the def2-TZVPD basis set) of C6H13CoO4 as an isolated structure in a non-equilibrium geometry.

```
24
Properties=species:S:1:pos:R:3:nbo_charge:R:1
O -0.826 -3.380 -0.535 -0.7634
C 0.337 -2.703 -0.501 -0.0649
C 0.595 -1.862 0.617 0.0016
O -0.169 -2.189 1.743 -0.6080
C -0.090 -1.276 2.817 -0.2446
Co -1.866 -3.386 1.127 0.8863
H 1.220 -3.281 -0.828 0.1525
H 1.645 -1.694 0.888 0.1720
H -0.666 -1.700 3.650 0.1864
H 0.956 -1.134 3.130 0.1871
H -0.526 -0.308 2.524 0.1908
H 0.454 -1.530 -1.797 0.4417
H 0.668 -0.311 -0.260 0.1001
O 0.613 -0.396 -2.374 -0.7883
C -0.669 3.762 -0.450 -0.2413
O 0.278 2.747 -0.671 -0.5386
C -0.210 1.699 -1.462 -0.1149
C 0.765 0.544 -1.444 0.0520
H -0.227 4.554 0.175 0.1906
H -0.973 4.190 -1.416 0.1642
H -1.564 3.362 0.060 0.1588
H -0.363 2.033 -2.505 0.1731
H -1.188 1.340 -1.085 0.1572
H 1.806 0.917 -1.401 0.1497
```

E_HOMO (spin up / spin down) (eV): -5.4 / -8.5
2S+1: 5
Energy (eV): -52239.946
Energy relative to the best compared isomer or geometry (same formula, charge and spin) (kJ/mol): 481.6
Gap between HOMO and LUMO (spin up / spin down) (eV): 4.2198 / 6.9964



[4]
The following is a DFT calculation (ωB97M-V with the def2-TZVPD basis set) of C10H29Cu2NO16P3 as an isolated structure in a non-equilibrium geometry.

```
61
Properties=species:S:1:pos:R:3:nbo_charge:R:1
Cu 2.556 -3.561 -0.460 1.1514
Cu 0.173 -1.795 -0.672 0.8986
P 3.934 -1.893 1.842 2.4416
O 4.776 -0.630 1.730 -0.9802
O 4.209 -2.894 0.694 -1.1243
O 2.490 -1.319 1.615 -0.7048
O 3.860 -2.505 3.250 -1.2012
P 2.352 -0.531 -2.038 2.5090
O 1.313 0.123 -1.034 -1.2581
O 2.153 -0.173 -3.527 -1.2979
O 2.149 -2.110 -1.965 -1.3057
O 3.690 -0.124 -1.417 -1.2055
P 0.151 -4.459 0.908 2.5289
O -0.326 -3.033 1.314 -1.2856
O 1.633 -4.570 1.385 -1.2389
O 0.364 -4.341 -0.634 -1.3276
O -0.691 -5.658 1.416 -1.2921
C -1.952 -2.710 -4.354 -0.6586
C -1.613 -3.237 -2.941 -0.0286
O -0.235 -3.342 -2.881 -0.7723
H -1.299 -3.295 -5.006 0.1880
H -1.674 -1.655 -4.326 0.2324
H -3.013 -2.841 -4.603 0.1362
H -2.064 -4.254 -2.885 0.0891
H -2.074 -2.615 -2.163 0.1708
H 0.073 -3.736 -1.997 0.5383
C -2.537 2.153 -2.035 -0.7622
C -1.339 1.306 -2.505 -0.0437
O -1.056 0.289 -1.595 -0.8173
H -2.417 2.309 -0.962 0.2147
H -3.453 1.618 -2.284 0.1682
H -2.515 3.155 -2.483 0.1467
H -0.458 1.936 -2.691 0.1645
H -1.568 0.873 -3.498 0.1051
H -0.026 0.392 -1.377 0.5156
C -4.144 -0.097 0.645 -0.7955
C -3.365 -1.199 1.362 -0.0436
O -2.059 -1.167 0.884 -0.7705
H -3.771 0.055 -0.364 0.2315
H -3.959 0.825 1.208 0.1835
H -5.241 -0.160 0.675 0.1236
H -3.756 -2.222 1.247 0.1313
H -3.448 -0.976 2.445 0.1017
H -1.588 -2.055 1.047 0.5378
C 2.493 5.190 3.371 -1.6666
C 2.406 3.783 2.730 -0.1927
C 0.978 3.295 2.543 -0.0745
O 1.019 1.954 2.065 -0.5105
C -0.233 1.686 1.459 -0.2468
N 3.077 3.757 1.437 -0.8008
H 2.090 5.219 4.379 0.1183
H 1.833 5.895 2.863 0.1245
H 3.490 5.600 3.267 0.1142
H 2.960 3.132 3.412 0.1275
H 0.488 3.984 1.838 0.1312
H 0.475 3.253 3.526 0.1338
H -0.395 2.355 0.605 0.1413
H -1.019 1.827 2.227 0.1047
H -0.379 0.650 1.085 0.2678
H 3.933 4.299 1.499 0.3168
H 2.548 4.245 0.720 0.3179
```

E_HOMO (eV): 11.6
Energy (eV): -162200.784
Gap between HOMO and LUMO (eV): 1.2428
Charge: -7



[5]
The following is a DFT calculation (ωB97M-V with the def2-TZVPD basis set) of one molecule with the formula C3H6N4 in a non-equilibrium geometry.

```
13
Properties=species:S:1:pos:R:3:nbo_charge:R:1
C -1.920 0.880 0.173 -0.0413
C 0.039 -1.910 0.330 -0.1992
C 0.555 0.820 0.178 -0.4451
N -3.887 -0.510 0.047 -0.0230
N -3.044 0.288 0.104 -0.0124
N -0.744 0.187 -0.071 -0.2602
N -0.905 -1.105 0.192 -0.2243
H -1.817 1.951 0.575 0.2135
H 1.073 -1.566 0.425 0.1552
H -0.308 -2.863 0.631 0.1937
H 0.399 1.864 0.281 0.2134
H 0.996 0.342 1.111 0.2102
H 1.110 0.707 -0.892 0.2196
```

E_HOMO (eV): -7.2
Energy (eV): -9163.998
Energy relative to the best compared isomer or geometry (same formula, charge and spin) (kJ/mol): 468.8
Gap between HOMO and LUMO (eV): 8.0245



[6]
The following is a DFT calculation (ωB97M-V with the def2-TZVPD basis set) of a 15-piece molecular cluster, C4H41N3O14 overall in a non-equilibrium geometry.

```
62
Properties=species:S:1:pos:R:3:nbo_charge:R:1
C -2.406 -1.495 0.750 -0.2502
N -1.097 -0.902 0.579 -0.6789
C -1.139 0.392 -0.140 -0.2477
C 0.013 0.598 -1.096 -0.2563
N 1.208 1.109 -0.320 -0.8893
C -2.930 -2.316 -0.453 -0.2647
N -1.935 -3.171 -1.112 -0.8483
H -3.280 -0.877 0.835 0.2095
H -2.129 -2.114 1.656 0.1935
H -0.457 -1.557 -0.046 0.3661
H -1.267 1.324 0.491 0.2246
H -2.081 0.425 -0.788 0.1635
H 0.280 -0.342 -1.545 0.1923
H -0.434 1.289 -1.843 0.1920
H 1.307 0.686 0.589 0.3598
H 1.080 2.165 -0.111 0.3843
H -3.288 -1.554 -1.148 0.2100
H -3.935 -2.898 -0.451 0.2048
H -1.629 -3.880 -0.596 0.3470
H -1.094 -2.698 -1.489 0.3560
H 2.046 -2.490 -1.083 0.5294
H 1.621 -3.982 -0.945 0.4894
O 1.531 -3.130 -0.490 -0.9966
H 3.418 -1.842 3.177 0.4707
H 2.005 -1.216 3.415 0.5156
O 2.966 -1.149 3.605 -0.9910
H 1.174 -1.369 -3.276 0.5053
H 1.898 -0.288 -2.175 0.4985
O 1.982 -1.310 -2.680 -1.0258
H 1.698 0.891 4.153 0.4977
H 2.806 1.884 3.591 0.5010
O 1.929 1.796 4.017 -1.0035
H 0.009 1.958 3.206 0.5126
H 1.019 1.812 2.099 0.4935
O 0.033 1.823 2.206 -0.9730
H 0.095 -0.708 2.702 0.5016
H -0.624 -0.267 3.826 0.4835
O 0.296 -0.376 3.544 -0.9727
H -0.781 -1.343 -4.488 0.4972
H -0.192 -2.699 -4.403 0.4799
O 0.056 -1.794 -4.547 -0.9417
H 1.671 -3.714 2.216 0.4707
H 1.135 -2.711 1.080 0.5087
O 1.190 -2.866 2.092 -1.0089
H 4.538 1.163 1.759 0.4822
H 3.396 0.357 2.104 0.4865
O 3.573 1.212 1.934 -0.9619
H 2.824 3.277 1.017 0.4719
H 3.035 3.660 -0.310 0.4591
O 2.646 4.019 0.413 -0.9268
H -2.993 -0.122 -3.198 0.4999
H -3.418 -1.526 -3.065 0.4671
O -2.656 -1.040 -2.951 -0.9697
H -0.449 3.192 1.295 0.5091
H -0.577 4.651 0.801 0.4701
O -0.863 3.814 0.594 -1.0116
H -1.691 1.508 -3.474 0.4600
H -2.888 2.319 -3.095 0.5053
O -2.592 1.788 -3.861 -0.9609
H -1.511 2.983 -1.128 0.5004
H -1.973 4.283 -1.715 0.4817
O -2.165 3.368 -1.722 -0.9729
```

E_HOMO (eV): -8.8
Energy (eV): -37946.223
Energy relative to the best compared isomer or geometry (same formula, charge and spin) (kJ/mol): 343.6
Gap between HOMO and LUMO (eV): 8.9009



Among the records above, which one has the highest energy?
C3H6N4



Which of these has the lowest energy?
C20H11Br3N5O4Pt



Which of these has the lowest energy?
C20H11Br3N5O4Pt